C5H12FeN4O7 | ωB97M-V/def2-TZVPD

Element x y z (Å)
Fe -0.057 -0.623 -0.219
O 1.441 -2.686 2.494
O -0.498 -1.176 -2.146
O 2.052 -0.940 -0.739
O 0.267 1.548 -0.532
O -2.076 -0.137 0.611
O -0.237 -2.526 0.951
O 0.662 -0.788 1.782
N 2.330 2.324 -0.891
N 0.557 3.790 -0.815
N -2.547 -1.067 2.686
N -3.506 0.863 2.061
C 0.997 2.481 -0.754
C 0.621 -1.986 -2.453
C -2.664 -0.176 1.656
C 2.035 -1.435 -2.048
C 0.451 -2.088 1.951
H 0.321 -2.885 -1.883
H 0.602 -2.394 -3.487
H -3.716 1.009 3.028
H -3.551 1.567 1.346
H 2.798 -2.210 -2.239
H 2.780 1.477 -0.562
H 1.186 4.405 -1.295
H 2.232 -0.571 -2.720
H -1.809 -1.758 2.616
H -0.285 4.059 -0.349
H 2.871 2.967 -1.437
H -3.257 -1.044 3.388

The gap between HOMO and LUMO (spin up / spin down) comes out at 4.0 / 3.9 eV. The spin multiplicity is 5. As for the largest force on an atom: 0.1449 hartree/bohr. The expectation value of S² is 6.0084. The calculation puts the total energy at -2207.1266 hartree. Its energy above the lowest of the compared OMol25 structures with the same formula, charge and spin is 52.0 kcal per mole. The charge is -2. As for the HOMO energy (spin up / spin down): 0.9 / 1.1 eV.


CH4N2O | ωB97M-V/def2-TZVPD

Element x y z (Å)
O 1.150 -0.956 0.980
N -0.004 1.259 -0.492
N 0.260 0.030 -0.676
C -0.021 -0.968 0.277
H -0.953 -0.869 0.979
H -0.086 -1.948 -0.221
H -0.798 1.438 0.195
H 0.452 2.014 -1.041

The gap between HOMO and LUMO (spin up / spin down) comes out at 8.7 / 7.8 eV. As for the largest force on an atom: 0.0747 hartree/bohr. The calculation puts the total energy at -225.0971 hartree. Its energy above the lowest of the compared OMol25 structures with the same formula, charge and spin is 122.3 kcal per mole. As for the HOMO energy (spin up / spin down): -8.9 / -8.5 eV.


C10H15O10Pt | ωB97M-V/def2-TZVPD

Element x y z (Å)
Pt 0.078 0.227 0.059
O -1.103 0.234 3.798
O -0.382 -1.987 0.068
O 0.206 2.776 -2.902
O 1.255 -0.498 -1.857
O -1.141 1.142 1.738
O -0.016 -3.030 2.044
O 1.728 0.037 1.720
O 2.377 1.378 0.098
O 2.505 -1.153 -3.596
O -1.088 1.708 -1.378
C -1.431 1.094 2.977
C -1.335 -4.126 0.415
C 1.601 -1.314 -2.746
C -0.472 -2.944 0.900
C -2.254 2.295 3.469
C 0.774 -2.604 -2.791
C 2.581 0.805 1.183
C -2.097 3.187 -2.979
C -0.862 2.482 -2.354
C 3.895 1.026 1.911
H 1.289 -3.475 -2.370
H -1.119 -4.526 -0.577
H 3.773 1.857 2.622
H -1.935 3.251 -4.056
H -1.231 -4.967 1.109
H -3.248 2.065 3.852
H -0.138 -2.463 -2.212
H -1.624 2.789 4.213
H -2.135 4.192 -2.554
H 4.176 0.160 2.508
H -3.041 2.654 -2.828
H -2.370 -3.787 0.524
H 4.638 1.396 1.205
H -2.388 2.974 2.622
H 0.535 -2.855 -3.832

The gap between HOMO and LUMO (spin up / spin down) comes out at 6.0 / 6.2 eV. The spin multiplicity is 3. As for the largest force on an atom: 0.0239 hartree/bohr. The expectation value of S² is 2.0035. The calculation puts the total energy at -1261.6681 hartree. Its energy above the lowest of the compared OMol25 structures with the same formula, charge and spin is 0.0 kcal per mole. The charge is -3. As for the HOMO energy (spin up / spin down): 1.4 / 1.1 eV.


> What is the energy above the lowest of the compared OMol25 structures with the same formula, charge and spin in the third record?

0.0 kcal per mole


> Which formula does entry 2 have?

CH4N2O